1.
Entry from the Open Molecules 2025 dataset: C9H4CaF18N3O15S6 as an isolated structure at a distorted geometry (the ωB97M-V functional and the def2-TZVPD basis).

Atoms and positions in Å:
O (-2.2558, -2.8783, -1.0813)
F (-3.3255, 3.7551, -0.1559)
N (2.3178, 0.3804, 0.1159)
O (-0.0259, -2.5372, -2.7122)
O (-1.0232, -4.3758, 0.8283)
F (2.6105, 3.0838, 1.9143)
O (1.3930, 0.3982, 2.5203)
H (1.1729, -3.8058, -3.9268)
F (-4.8379, -1.0381, -0.9023)
O (-2.0897, 4.1735, 2.3525)
O (-3.4935, -2.9366, 1.1081)
H (-0.5709, -3.6998, -4.2717)
S (2.7188, 0.3966, 1.8580)
O (0.3375, 2.8728, -1.0008)
O (4.8229, 0.1155, -0.0156)
O (0.0465, -0.8981, -4.1770)
O (3.3828, -1.7377, -0.7430)
F (-3.4712, 1.6508, 3.0856)
F (-2.4123, 2.5277, -1.7925)
S (-0.4827, -3.1121, 1.3143)
O (0.9188, -2.7987, 1.1823)
F (-0.5310, -4.2398, 3.8112)
S (-2.5877, -2.2397, 0.2034)
F (3.9411, 1.6976, -2.2861)
C (0.7051, -1.9630, -4.6867)
S (3.5260, -0.3243, -0.5452)
C (-0.1210, -1.2098, -2.8416)
F (-1.4825, 0.5309, 3.4145)
F (4.5331, 2.3665, 1.2949)
S (-1.1914, 3.0331, 2.4226)
O (-0.3672, -0.4113, -1.9365)
F (2.3162, 0.4580, -2.7769)
F (3.9087, 2.2283, 3.4322)
C (-2.3195, 3.6311, -1.0514)
N (-0.8873, 2.2181, 1.1383)
C (0.3050, -3.1463, -3.9333)
F (4.2660, -0.2703, -3.0775)
F (-2.2220, 4.6732, -1.8030)
F (-3.0894, 0.0254, -1.4348)
O (-0.2626, 4.7484, 0.4596)
C (3.4839, 2.1177, 2.2223)
C (-2.1438, 1.7197, 3.4650)
C (-0.9385, -3.1159, 3.2055)
F (-2.1791, -2.9182, 3.5112)
N (-1.2875, -1.6093, 0.8059)
S (-0.6288, 3.4158, -0.0784)
O (3.6518, -0.6303, 2.2755)
C (3.4626, 0.4088, -2.2822)
O (0.0433, 3.2154, 3.1724)
H (1.7910, -1.8728, -4.7119)
F (-2.1926, 2.1817, 4.7313)
C (-3.6610, -0.6700, -0.4243)
F (-0.2687, -2.0742, 3.6897)
H (0.4699, -2.0221, -5.7494)
Ca (0.1083, 0.3057, 0.3773)
F (-3.8831, 0.2055, 0.4859)

Output
- Total energy: -6502.361995 a.u.
- 2S+1: 2
- HOMO energy (alpha / beta): -10.547 / -10.544 eV
- Gap between HOMO and LUMO (alpha / beta): 9.20 / 3.61 eV
- Net charge: 0
- Energy relative to the best compared isomer or geometry (same formula, charge and spin): 0.0 kJ/mol

2.
Entry from the Open Molecules 2025 dataset: C9H8IrN2O4 as an isolated structure at a distorted geometry (the ωB97M-V functional and the def2-TZVPD basis).

Atoms and positions in Å:
H (1.4430, -1.4933, 0.2669)
O (3.1571, 0.0503, -2.0152)
C (-1.9409, 0.0345, -2.4320)
O (0.0276, -3.0745, -2.0789)
Ir (0.0506, 0.0485, -2.6096)
H (-1.4508, 1.4913, 0.2559)
C (0.0373, -1.9468, -2.4098)
H (0.0489, 0.4091, -4.8026)
C (2.0285, 0.0380, -2.3614)
H (1.4612, -1.5889, 2.8286)
H (-1.5577, 1.5148, 2.8192)
C (-0.0503, -0.0405, 3.0106)
C (0.8053, -0.8509, 0.9016)
C (0.8134, -0.9052, 2.2979)
O (-3.0816, 0.0201, -2.1381)
O (0.0582, 3.1292, -1.9812)
C (0.0553, 2.0112, -2.3514)
H (0.0509, -0.3333, -4.8262)
C (-0.8883, 0.8448, 2.2947)
H (-0.6720, 0.5385, 4.9246)
C (-0.8278, 0.8318, 0.8952)
N (0.0039, 0.0013, 0.2185)
H (0.5006, -0.6685, 4.9268)
N (-0.0724, -0.0616, 4.3658)

Output
- Total energy: -861.173043 a.u.
- 2S+1: 5
- HOMO energy (alpha / beta): -16.037 / -21.988 eV
- Gap between HOMO and LUMO (alpha / beta): 2.75 / 4.57 eV
- Net charge: +3
- Energy relative to the best compared isomer or geometry (same formula, charge and spin): 45.3 kJ/mol

3.
Entry from the Open Molecules 2025 dataset: a 2-piece molecular cluster, C8H14 overall (the ωB97M-V functional and the def2-TZVPD basis).

Atoms and positions in Å:
H (-0.3174, 2.3586, 2.8878)
H (2.4854, -1.4574, 0.2903)
H (-0.3915, -1.3112, -4.4109)
H (-1.1249, 0.5563, -2.9995)
C (-2.2638, 0.2279, -0.5327)
H (0.5282, -0.8582, 1.5968)
C (-1.6938, -0.7014, -1.2990)
C (0.3145, 1.4873, 3.0612)
H (-2.5591, -0.0504, 0.4732)
H (-0.3502, 0.6506, 3.2877)
H (-2.4130, 1.2682, -0.7826)
C (2.1586, -0.4171, 0.2065)
H (0.9153, 1.6543, 3.9577)
H (3.0527, 0.2022, 0.1983)
C (1.1938, 1.1352, 1.9036)
H (1.9494, 1.8220, 1.5361)
H (-1.6174, -1.7124, -0.9176)
C (1.2367, -0.0733, 1.3465)
H (1.6210, -0.3570, -0.7427)
C (-0.7594, -1.4773, -3.4103)
C (-1.1690, -0.4647, -2.6426)
H (-0.7961, -2.4821, -3.0079)

Output
- Total energy: -313.143097 a.u.
- Structure (SMILES): C/C=C/C.C=CC=C
- HOMO energy: -8.841 eV
- Gap between HOMO and LUMO: 9.93 eV
- Net charge: 0
- Energy relative to the best compared isomer or geometry (same formula, charge and spin): 195.1 kJ/mol

4.
Entry from the Open Molecules 2025 dataset: a 3-piece molecular cluster, C9H11Cl3N2 overall at a distorted geometry (the ωB97M-V functional and the def2-TZVPD basis).

Atoms and positions in Å:
C (-16.3985, 3.6080, 4.0433)
N (-9.3946, 4.6286, 4.5127)
H (-9.0542, 4.1544, 1.3543)
H (-13.2679, -1.3188, 4.2156)
H (-8.1841, 5.8187, 3.3018)
H (-14.8470, 6.3662, 4.1287)
C (-13.4244, -0.4380, 4.8089)
C (-9.2475, 4.1211, 2.3919)
Cl (-13.8575, 0.8136, 3.6435)
H (-16.4455, 2.5116, 3.9302)
C (-10.1229, 3.1876, 3.0432)
Cl (-14.6322, -0.6991, 6.0472)
Cl (-11.7954, -0.0803, 5.4795)
H (-9.3786, 5.2302, 5.3264)
C (-16.8004, 5.8099, 4.4133)
H (-14.1843, 3.9429, 3.9327)
C (-15.2085, 4.2281, 4.1370)
H (-17.2358, 6.8074, 4.5229)
C (-10.1222, 3.4773, 4.3606)
H (-10.6637, 2.3472, 2.6209)
C (-17.4429, 4.6087, 4.2408)
H (-10.6640, 3.0361, 5.1877)
C (-8.8303, 4.9911, 3.3328)
N (-15.4554, 5.5981, 4.3793)
H (-18.5189, 4.4208, 4.1816)

Output
- Total energy: -1839.589787 a.u.
- Structure (SMILES): c1cc[nH]c1.c1cc[nH]c1.ClC(Cl)Cl
- HOMO energy: -8.356 eV
- Gap between HOMO and LUMO: 9.03 eV
- Net charge: 0
- Energy relative to the best compared isomer or geometry (same formula, charge and spin): 0.0 kJ/mol

5.
Entry from the Open Molecules 2025 dataset: a 11-piece molecular cluster, C28H85N7O11 overall at a distorted geometry (the ωB97M-V functional and the def2-TZVPD basis).

Atoms and positions in Å:
H (3.0771, -4.0060, -0.6475)
H (-1.7358, 1.9382, -0.8229)
H (-4.5141, -3.3957, -1.6817)
H (-4.2945, 2.8033, 0.4516)
H (-0.7233, -0.1566, 3.1023)
H (1.2554, -3.1311, -1.8416)
H (6.0930, 1.6160, -1.3249)
H (-2.2907, 0.4807, 5.1760)
C (0.1661, 4.4478, -6.3696)
H (-4.4636, -3.3241, 1.3296)
H (-3.3453, -5.3680, 1.2330)
N (-1.3485, 3.3056, -2.5655)
H (-2.0415, 0.1048, -4.6283)
H (0.8816, -0.0206, 0.1506)
C (-0.9267, -1.1659, 4.9895)
O (6.7675, -0.4977, 0.0871)
C (-3.5048, 1.1591, -0.4911)
C (0.1931, 3.3605, 3.0242)
H (-0.2902, 1.0241, -2.6886)
H (1.7759, 2.2985, 3.8505)
N (4.1034, 1.6554, -1.0236)
H (-7.4352, -2.1171, -1.0677)
H (-3.6427, 3.2487, -1.0747)
H (2.3737, 2.3367, 6.3037)
O (-0.1953, 4.3865, -4.9934)
H (1.4360, 1.2981, -2.7312)
H (3.5993, -0.8221, -5.6669)
H (8.0106, -2.1103, 0.1749)
C (-0.5604, -1.1765, 3.4507)
H (-2.1568, -3.1675, -0.7162)
H (-3.5055, -0.6895, -1.6039)
C (0.7335, 2.4064, 4.1502)
H (0.6497, 1.6655, -1.2586)
H (2.5115, -3.1754, -5.1100)
H (5.3608, -0.7320, -1.3958)
H (-4.6988, 0.4326, -2.0244)
C (1.2929, 2.3943, 6.4325)
H (-3.0334, -5.2617, -0.2975)
H (-2.4523, -0.4103, 8.6287)
H (6.6857, 1.6356, 1.1835)
H (-0.3260, 5.2952, -6.8470)
H (-2.6542, -1.8768, 0.3015)
C (-2.6139, -2.9649, 0.2524)
H (0.7066, -3.9817, 0.0275)
H (-1.4810, -3.0792, 4.8628)
O (0.4115, -0.7855, -0.1814)
H (0.5775, -1.2992, -3.9208)
H (4.3682, -2.9281, -1.1919)
H (-0.3330, 2.2211, -4.8965)
N (0.1302, 2.6787, 1.7108)
H (-0.1286, 3.5345, -6.8865)
H (4.9573, 2.0763, 1.4237)
O (0.9824, -4.4036, 0.8412)
H (1.1955, 3.0564, 7.2929)
H (-1.8309, 2.4488, -2.7966)
H (-3.8415, 0.5850, 0.3721)
O (-5.4782, -1.8754, -0.4904)
O (-2.6405, -0.8502, 6.6327)
C (2.9644, -2.1346, -3.2662)
H (-1.2342, -1.8244, 2.8900)
H (2.9163, -2.1722, -0.5726)
H (4.0145, 2.6613, -1.0044)
H (-3.1167, -0.9143, 4.6121)
C (3.2872, -3.0431, -1.1131)
H (0.6251, 3.9755, -2.6598)
O (0.3507, -3.1252, -1.5289)
H (-1.2947, -2.6618, 6.3140)
H (2.1334, -1.2381, -6.5295)
O (-2.9059, 0.7839, -2.9583)
H (-1.0623, 4.5152, 4.2051)
H (-6.4729, -1.2306, -2.1366)
H (4.0263, -1.9899, -3.4649)
H (-1.8664, 3.0571, 3.6837)
H (-1.7053, 3.9036, -3.2970)
H (1.2196, 4.6626, -6.5486)
H (-3.6589, -0.4991, -4.4002)
H (-0.9368, -0.4575, 7.7501)
H (-5.7865, -3.8876, -0.5311)
H (-0.1770, 3.3329, 1.0053)
C (-4.9820, -3.1773, -0.7218)
C (0.0445, 3.0947, -2.9338)
H (1.6859, 1.5225, 1.1649)
H (0.2139, -1.3032, 0.5991)
C (-2.7323, -0.2711, -3.8735)
H (4.7137, -0.5878, 0.2516)
H (3.4114, 1.3309, -0.3635)
N (0.7548, -2.1512, -4.4334)
C (0.4981, 1.6901, -2.3377)
N (-2.1524, 1.3848, -0.0878)
H (-1.9847, -3.3328, 1.0628)
C (-6.5933, -1.4248, -1.0709)
C (-1.2058, 3.8566, 3.3485)
H (2.6884, 0.5705, 1.7819)
N (-0.8249, -2.5574, 5.4261)
O (0.6215, 3.1067, 5.3804)
C (-2.3196, -0.6032, 5.2873)
N (-3.7423, -5.0097, 0.3762)
H (-5.2324, 2.4526, -1.0793)
H (-2.3528, -1.1827, -3.4119)
H (0.2544, 1.4277, 4.1262)
C (2.5379, -1.0342, -5.5380)
H (6.6053, -2.2085, 1.2782)
H (0.4658, -1.4295, 3.1841)
H (5.9936, 3.0826, 0.5155)
H (1.3333, -5.2504, 0.5656)
C (2.2163, -2.2448, -4.6253)
C (0.1667, 3.0946, -4.4777)
C (6.9444, -1.9128, 0.2853)
H (0.5232, -2.8375, -3.7295)
C (-3.9721, -3.5937, 0.3948)
C (5.4982, -0.2523, -0.4267)
H (-2.0289, 0.9041, 7.5589)
H (-1.5806, 0.5674, -0.2459)
O (2.2749, 0.7993, 0.9495)
H (-0.2128, -0.5839, 5.5724)
H (1.2124, 2.9504, -4.7494)
H (0.8537, 1.4446, 6.7378)
H (-0.5733, 1.9590, 1.6265)
C (5.4169, 1.2858, -0.5363)
H (-1.7248, 4.3500, 2.5267)
O (2.7517, -3.2347, -2.4067)
H (-6.7982, -0.4219, -0.6965)
C (-1.9877, -0.1794, 7.6701)
C (-3.6309, 0.3726, -1.8144)
C (5.7846, 2.0317, 0.7153)
C (-4.2582, 2.4898, -0.5917)
H (2.6019, -1.2146, -2.8077)
H (0.1685, -2.2048, -1.3391)
H (0.8378, 4.2354, 2.9404)
H (6.5283, -2.5626, -0.4846)
H (2.1594, -0.0726, -5.1916)

Output
- Total energy: -2328.232170 a.u.
- 2S+1: 2
- HOMO energy (alpha / beta): -11.016 / -11.005 eV
- Gap between HOMO and LUMO (alpha / beta): 8.91 / 2.71 eV
- Net charge: +1
- Energy relative to the best compared isomer or geometry (same formula, charge and spin): 0.0 kJ/mol

6.
Entry from the Open Molecules 2025 dataset: a 5-piece molecular cluster, C42H71Br2F3N5O8P overall at a distorted geometry (the ωB97M-V functional and the def2-TZVPD basis).

Atoms and positions in Å:
H (-0.2608, -3.6286, 3.5533)
C (-4.7837, -0.8626, 4.0277)
H (3.4338, 3.8765, -2.8405)
H (4.1181, 1.0283, -1.0704)
C (1.5008, 0.6689, -0.1138)
Br (3.4240, -4.4343, 4.6842)
N (-7.5071, 3.7661, 3.9531)
H (8.7117, 4.9463, -6.1435)
H (-3.1956, -6.5530, 3.1776)
C (-7.0307, 1.7595, 0.8690)
C (-7.6639, 4.3250, 2.6066)
H (4.2239, -0.1500, 1.7461)
H (-2.3726, -2.8288, 2.0296)
H (7.0513, 1.7498, -5.3239)
C (2.2024, -2.9899, 4.5371)
H (-3.6787, -3.6333, 1.2161)
O (-2.1988, 1.8201, -1.0320)
P (-0.6588, 1.5230, -1.5525)
H (5.2709, 6.1388, -3.6276)
H (-9.8121, 4.5094, 2.6052)
O (-6.1693, 2.5687, 1.6494)
C (1.7746, -1.2907, 1.1902)
C (8.5983, 3.8604, -6.0961)
C (3.2890, 4.4345, -3.7703)
H (-7.0830, -9.3833, 3.4897)
H (1.6321, 5.8473, -5.0791)
H (3.6251, 1.4251, 1.3078)
C (-4.8830, -7.1870, 2.2218)
H (3.1579, -0.9535, -1.8281)
O (3.7070, -2.3658, 2.0820)
H (10.0812, 3.3035, -4.0179)
C (8.1740, 3.4945, -4.6670)
H (-6.2943, -5.7573, 1.4332)
H (-5.3079, -0.8631, 6.1609)
H (8.5284, 1.3483, -4.4383)
C (1.6624, -2.8055, 3.1792)
C (-6.5108, -8.9323, 4.3058)
H (-7.3478, 2.7661, 3.8600)
H (-6.6496, 4.1201, 4.3673)
H (-5.6012, 4.4432, 2.0527)
H (-4.5193, -6.4834, 4.0835)
H (-3.7508, -8.9686, 2.5658)
C (1.8589, -2.1970, 5.5468)
C (3.7128, 0.3918, 0.9627)
C (4.1990, -1.2596, -1.9147)
N (-4.4331, -1.8768, 3.1865)
H (-6.7859, -6.4229, 2.9738)
H (-4.8759, 0.1774, 3.7743)
Br (2.5990, -2.4723, 7.2638)
H (-6.8977, -7.9335, 4.5189)
O (4.8938, -0.8765, -0.7499)
C (-6.3062, -6.6712, 2.0280)
C (-4.7810, -2.7881, 5.1824)
H (-9.1363, 4.1750, 1.0101)
H (-6.6418, -9.5379, 5.2019)
H (4.2794, -2.3369, -2.0008)
C (0.1707, 3.1158, -1.1432)
H (0.7510, 3.4791, -1.9834)
H (-3.4661, -2.3247, -0.7599)
H (-7.6387, 5.4152, 2.6951)
H (-0.6099, 3.8474, -0.9466)
H (3.6645, 4.5144, -6.4713)
H (1.0217, -0.3705, 6.2096)
H (7.3273, 4.1440, -4.4239)
F (6.0706, -0.2807, -3.0148)
C (0.0549, -2.9904, 1.4248)
H (-6.9278, -7.4023, 1.5078)
H (1.0384, -0.5541, 4.4460)
H (7.1360, 1.9519, -3.5747)
H (-0.1240, -1.4698, 5.4343)
H (-5.3860, -9.3004, 2.0008)
H (-7.8850, 1.4248, 1.4609)
C (2.3221, -0.1119, 0.6935)
H (-5.0041, -1.6130, 1.1671)
C (2.1978, 6.4742, -4.3835)
H (1.9356, 1.5727, -0.5129)
C (4.5391, 4.9266, -5.9641)
H (-6.6713, 4.3140, 0.6594)
C (0.1844, 0.3419, -0.4093)
C (4.5763, 0.4295, -0.2847)
C (-4.7929, -8.6541, 2.6625)
O (9.8478, 3.3426, -6.5104)
H (9.9939, 1.3233, -6.0337)
H (-3.6837, -0.6282, 1.7856)
H (8.9207, 1.7102, -7.4093)
C (-2.5828, -2.3967, -0.1179)
C (0.8821, -1.0636, 5.3895)
H (-6.4774, 0.8687, 0.5704)
H (-2.4193, -0.3251, 0.2715)
H (2.9345, 7.0626, -4.9340)
O (-5.1267, -8.9012, 4.0134)
C (4.7991, -0.6298, -3.1722)
H (4.9652, 3.3983, -4.5517)
H (0.7722, 3.0656, -0.2408)
H (-7.3800, 2.2748, -0.0299)
F (4.7387, -1.4902, -4.2060)
H (5.5229, 0.8999, -0.0260)
C (0.4516, -1.6633, 0.8612)
H (5.4253, 4.6156, -6.5169)
C (0.4259, -3.1735, 2.8572)
H (4.4936, 6.0130, -6.0287)
O (2.8074, 5.7012, -3.3665)
C (-6.4998, 3.9447, 1.6799)
C (-5.0127, -1.3982, 5.2785)
C (9.8465, 1.9810, -6.8930)
C (-4.4132, -3.0566, 3.8793)
H (-4.3821, -7.1260, 1.2508)
H (-4.1464, -3.9868, 3.4084)
C (-0.3924, -0.8609, 0.0844)
C (2.5281, -2.1843, 2.1304)
C (-1.8508, -1.0700, -0.2750)
H (1.5114, 7.1684, -3.8996)
H (7.8177, 3.5876, -6.8200)
O (-0.3795, -3.9279, 0.8119)
H (10.6840, 1.8317, -7.5740)
N (-4.1776, -6.2909, 3.1446)
C (-9.0434, 3.9487, 2.0741)
H (-9.2665, 2.8931, 2.2217)
N (9.2353, 3.7626, -3.6905)
N (5.6553, 5.2175, -3.8202)
H (2.5177, 3.9025, -4.3455)
C (7.7005, 2.0536, -4.4997)
C (4.6288, 4.4393, -4.5213)
F (4.1229, 0.4725, -3.5508)
H (5.8141, 4.8144, -2.9010)
H (-2.2361, 2.0562, -0.0952)
H (9.4642, 4.7522, -3.7080)
C (-4.1038, -1.6296, 1.7828)
H (-2.0437, -3.2423, -0.5196)
H (-1.9612, -0.7588, -1.3117)
H (-4.8441, -3.5128, 5.9732)
C (-3.1405, -2.6892, 1.2729)

Output
- Total energy: -8307.517425 a.u.
- Structure (SMILES): C/C(Br)=C(/Br)C1=CC(=O)c2c(CCCCn3cccc3)c(P(C)O)cc(CCOCC(F)(F)F)c2C1=O.COC[C@@H](C)N.COC[C@@H](C)N.COC[C@@H](C)N.COC[C@@H](C)N
- HOMO energy: -8.050 eV
- Gap between HOMO and LUMO: 7.07 eV
- Net charge: 0